(1)
A molecular structure, C26H27AsF5N7O2PRuS2 at a distorted geometry. Source: the OMol25 dataset; level of theory: ωB97M-V with the def2-TZVPD basis set.

Summary:
Largest force on an atom (eV/A): 2.9
Frontier orbital gap (alpha / beta) (eV): 7.980 / 5.637
Net charge: +1
E_tot (a.u.): -5508.0744
2S+1: 5

Each line ends with the Löwdin spin population.
Geometry (Å):
Ru  0.5555  0.4980  -0.1126  2.1480
N  -6.9663  2.7752  3.0260  -0.0002
C  -5.7123  2.8760  2.4922  -0.0002
C  -5.6969  3.1642  1.1031  0.0001
C  -4.5550  3.3196  0.3769  -0.0002
C  -3.3966  2.9614  1.0580  -0.0003
C  -3.3266  2.7904  2.4151  0.0000
C  -4.5054  2.6695  3.1512  0.0000
S  -1.8120  2.8539  0.2847  0.0052
O  -0.8082  3.5302  1.0506  0.0028
O  -2.0023  3.2288  -1.0726  0.0129
N  -1.3132  1.2602  0.1428  0.0929
C  -2.0298  0.2763  -0.5736  0.0221
N  -3.3516  0.1159  -0.7352  0.0072
C  -3.6783  -1.1227  -1.2045  0.0128
C  -2.8133  -2.0625  -1.6983  0.0083
C  -1.4581  -1.8226  -1.4784  0.0204
N  -1.0789  -0.6244  -0.9798  0.0678
H  -7.6976  3.3089  2.5282  0.0000
H  -6.9933  2.9924  4.0255  0.0000
H  -6.6369  3.3608  0.5502  0.0000
H  -4.4651  3.4694  -0.6718  0.0000
H  -2.3809  2.5854  2.9240  0.0001
H  -4.5087  2.4218  4.2135  0.0000
H  -4.6938  -1.4763  -1.2238  0.0004
H  -3.1708  -3.0008  -1.9781  0.0006
H  -0.7414  -2.5547  -1.7084  0.0015
C  1.1216  3.9435  -2.0420  0.0320
As  1.0947  2.0459  -2.1620  0.1433
C  2.6658  1.6825  -3.2763  0.0244
C  -0.2566  1.6426  -3.5300  0.0274
H  1.5806  4.4314  -2.8879  0.0042
H  1.4631  4.2849  -1.0530  0.0007
H  0.0829  4.1193  -2.1011  0.0001
H  2.5529  2.3613  -4.1233  0.0044
H  2.6431  0.6732  -3.5879  0.0000
H  3.6334  1.9157  -2.7724  0.0000
H  0.0823  1.6865  -4.5273  0.0033
H  -1.0893  2.2852  -3.4918  0.0006
H  -0.6661  0.6224  -3.5037  0.0003
F  4.0393  -7.6407  -1.8767  0.0405
C  3.1852  -6.7891  -1.3308  0.1194
C  2.2123  -6.1787  -2.1628  -0.0089
F  2.1533  -6.5693  -3.4475  -0.0086
C  1.5211  -5.1041  -1.6727  0.0660
F  0.5957  -4.5379  -2.4967  0.0148
C  1.6213  -4.7146  -0.3159  0.0805
S  0.6535  -3.4944  0.3082  0.5660
C  2.5562  -5.4184  0.4447  0.0932
F  2.7712  -4.9887  1.6811  0.0264
C  3.3500  -6.4565  0.0069  -0.0111
F  4.1924  -6.9816  0.8535  -0.0126
C  1.6214  -0.7379  2.7324  0.0236
P  1.3966  0.8854  2.0280  0.0822
C  0.3155  1.7460  3.2896  0.0059
C  3.0558  1.7077  2.0866  0.0288
H  1.9038  -0.6776  3.7512  0.0033
H  2.3461  -1.3384  2.1838  0.0013
H  0.6822  -1.2594  2.6354  0.0034
H  0.8347  1.8065  4.2538  0.0013
H  -0.6604  1.2724  3.4106  -0.0002
H  0.1589  2.7860  2.8990  0.0001
H  3.4791  1.7350  3.1090  0.0046
H  2.9244  2.6991  1.7350  0.0008
H  3.6856  1.0398  1.5167  0.0004
N  2.1172  -0.6440  -0.3750  0.0643
C  3.0741  -1.2580  -0.5601  0.0243
C  4.2944  -1.8773  -0.3732  0.0699
C  4.7521  -2.7950  -1.3709  0.0088
N  5.0040  -3.5543  -2.1879  0.0307
C  5.0481  -1.3527  0.7306  0.0074
N  5.4442  -0.7983  1.6677  0.0308

***

(2)
2 unconnected molecules or ions with the total composition ClH2O at a distorted geometry. Source: the OMol25 dataset; level of theory: ωB97M-V with the def2-TZVPD basis set.

Summary:
Largest force on an atom (eV/A): 1.2
Frontier orbital gap (eV): 8.585
Net charge: -1
E_tot (a.u.): -536.7145

Each line ends with the natural charge from an NBO analysis.
Geometry (Å):
O  -1.2988  1.8432  -2.4253  -0.9926
H  -0.6135  1.6972  -3.1162  0.4529
H  -0.9633  1.3592  -1.6370  0.5185
Cl  0.0391  -0.0563  0.0728  -0.9788

***

(3)
A molecular structure, C24H15BrFeN6O2. Source: the OMol25 dataset; level of theory: ωB97M-V with the def2-TZVPD basis set.

Summary:
Largest force on an atom (eV/A): 0.4
Frontier orbital gap (alpha / beta) (eV): 7.373 / 7.435
E_tot (a.u.): -5240.4636
2S+1: 5

Each line ends with the natural charge from an NBO analysis.
Geometry (Å):
Fe  -0.0636  0.1519  -0.4995  1.5303
C  3.8823  1.6685  -1.6548  -0.2804
C  4.5100  2.1064  -0.4892  -0.1497
C  3.9095  1.8474  0.7141  -0.2332
C  2.6740  1.1662  0.7661  0.3893
N  2.0628  0.7605  -0.3654  -0.5851
C  2.6839  1.0123  -1.5338  0.0571
N  2.2061  0.9421  2.0331  -0.5398
C  1.0855  0.3809  2.3329  0.4886
N  0.0828  -0.0986  1.5310  -0.7619
C  -0.8954  -0.6235  2.3363  0.4728
N  -2.0101  -1.1954  2.0372  -0.5367
C  -2.4443  -1.4920  0.7721  0.3773
C  -3.7510  -2.0208  0.7110  -0.2312
C  -4.2749  -2.4363  -0.4845  -0.1492
C  -3.4794  -2.3512  -1.6263  -0.2828
C  -2.2220  -1.8176  -1.4978  0.0643
N  -1.6969  -1.3648  -0.3435  -0.5794
C  -0.5148  -0.4436  3.7514  -0.0146
C  -1.1540  -0.7834  4.9291  -0.1940
C  -0.5023  -0.4720  6.1157  -0.2014
C  0.7434  0.1547  6.1137  -0.2046
C  1.3780  0.4909  4.9249  -0.1634
C  0.7211  0.1782  3.7494  -0.1014
H  4.3112  1.8329  -2.6326  0.2235
H  5.4541  2.6338  -0.5301  0.2200
H  4.3478  2.1490  1.6533  0.2335
H  2.1765  0.6592  -2.4196  0.1903
H  -4.3041  -2.0840  1.6358  0.2336
H  -5.2799  -2.8344  -0.5357  0.2201
H  -3.8268  -2.6876  -2.5924  0.2233
H  -1.5826  -1.7449  -2.3644  0.1879
H  -2.1199  -1.2693  4.9169  0.2306
H  -0.9671  -0.7186  7.0617  0.2143
H  1.2210  0.3819  7.0581  0.2142
H  2.3438  0.9768  4.9095  0.2295
Br  1.4543  -2.2615  -2.8023  0.0910
C  0.5003  -0.8338  -3.5981  0.1575
C  0.3982  -0.7320  -4.9735  -0.2798
C  -0.3054  0.3511  -5.4802  -0.1399
C  -0.8624  1.2733  -4.6092  -0.2107
C  -0.7004  1.0838  -3.2485  0.1204
N  -0.0291  0.0339  -2.7547  -0.5716
C  -1.2847  2.0701  -2.2338  0.7448
O  -1.8615  3.0462  -2.6667  -0.6158
O  -1.0387  1.7763  -1.0093  -0.8209
H  0.8551  -1.4706  -5.6146  0.2423
H  -0.4121  0.4701  -6.5503  0.2293
H  -1.4181  2.1374  -4.9427  0.2615